DFT (wB97M-V/def2-TZVPD) results for 2 unconnected molecules or ions with the total composition C3H4O2S2 in a non-equilibrium geometry.

- Total charge: 0
- Energy above the lowest of the compared OMol25 structures with the same formula, charge and spin: 69.2 kcal per mole
- HOMO (alpha / beta): -7.61 / -7.50 eV
- Electronic energy: -28938.0506 eV

Last column: Löwdin charge in e.
Cartesian coordinates (Å):
C  1.991  -0.773  4.298  -0.9497
C  -1.411  0.554  -0.268  -0.4090
C  1.231  0.959  0.747  -0.4884
O  1.629  0.283  4.509  0.1148
O  2.573  1.116  0.360  -0.0811
S  2.528  -2.180  4.220  0.8290
S  0.223  0.257  -0.391  0.9507
H  -2.022  -0.195  -0.652  -0.0435
H  -1.943  1.259  0.328  -0.0028
H  1.022  1.702  1.465  0.0675
H  2.561  0.745  -0.481  0.0123

Cartesian forces, eV/Å:
-0.129 0.807 0.681
1.262 0.592 0.342
0.849 0.073 -1.111
-0.877 2.119 -0.139
-1.282 0.443 2.187
0.998 -2.910 -0.580
-0.664 0.268 0.612
-0.601 -1.363 -0.815
0.391 0.643 0.499
-0.899 0.371 0.920
0.951 -1.043 -2.596

***

DFT (wB97M-V/def2-TZVPD) results for a molecular structure, C3H4O2Sc in a non-equilibrium geometry.

- Total charge: +3
- Energy above the lowest of the compared OMol25 structures with the same formula, charge and spin: 72.8 kcal per mole
- HOMO (alpha / beta): -26.29 / -26.83 eV
- Electronic energy: -27928.6668 eV

Last column: Löwdin charge in e.
Cartesian coordinates (Å):
O  -0.088  -1.029  -2.053  -0.0712
Sc  0.209  -1.133  0.065  2.0461
O  -0.096  -1.981  -3.721  0.4749
C  0.269  -0.961  -3.243  0.0233
C  -0.406  1.167  1.016  0.0203
C  0.313  0.499  1.941  -0.0223
H  0.077  1.835  0.297  0.1316
H  -1.498  1.094  0.990  0.1336
H  1.398  0.627  2.008  0.1321
H  -0.178  -0.119  2.700  0.1316

Cartesian forces, eV/Å:
1.359 4.319 8.073
-0.381 0.154 -2.177
1.765 0.817 -5.636
-2.695 -5.354 -0.187
-0.478 0.358 -0.857
0.482 -0.693 0.333
-0.074 0.145 0.079
-0.081 0.147 0.029
0.109 0.073 0.147
-0.004 0.034 0.197

***

DFT (wB97M-V/def2-TZVPD) results for a molecular structure, C3H4O2Sm in a non-equilibrium geometry.

- Total charge: +1
- Energy above the lowest of the compared OMol25 structures with the same formula, charge and spin: 0.0 kcal per mole
- HOMO (alpha / beta): -9.71 / -13.18 eV
- Spin multiplicity: 8
- Electronic energy: -25165.7304 eV

Last column: Mulliken spin population.
Cartesian coordinates (Å):
C  0.245  -0.473  -0.490  0.0083
C  -0.385  -0.663  -1.664  0.0006
H  -0.295  -1.603  -2.209  0.0001
H  -0.947  0.155  -2.110  -0.0002
C  -0.197  0.652  0.336  -0.0272
O  0.142  0.731  1.517  -0.0539
Sm  -0.001  2.317  3.674  7.0743
H  -0.754  1.463  -0.161  -0.0043
O  1.006  -1.412  0.094  0.0014
H  1.188  -1.168  1.013  0.0010

Cartesian forces, eV/Å:
-1.223 -0.197 0.228
0.373 0.183 -0.056
0.064 0.332 0.089
0.014 -0.292 0.201
1.010 0.257 -0.619
-0.314 0.448 0.641
0.047 -0.415 -0.505
-0.133 -0.322 0.130
0.175 -0.057 -0.046
-0.012 0.062 -0.063

***

Repeat the first record exactly.
DFT (wB97M-V/def2-TZVPD) results for 2 unconnected molecules or ions with the total composition C3H4O2S2 in a non-equilibrium geometry.

- Total charge: 0
- Energy above the lowest of the compared OMol25 structures with the same formula, charge and spin: 69.2 kcal per mole
- HOMO (alpha / beta): -7.61 / -7.50 eV
- Electronic energy: -28938.0506 eV

Last column: Löwdin charge in e.
Cartesian coordinates (Å):
C  1.991  -0.773  4.298  -0.9497
C  -1.411  0.554  -0.268  -0.4090
C  1.231  0.959  0.747  -0.4884
O  1.629  0.283  4.509  0.1148
O  2.573  1.116  0.360  -0.0811
S  2.528  -2.180  4.220  0.8290
S  0.223  0.257  -0.391  0.9507
H  -2.022  -0.195  -0.652  -0.0435
H  -1.943  1.259  0.328  -0.0028
H  1.022  1.702  1.465  0.0675
H  2.561  0.745  -0.481  0.0123

Cartesian forces, eV/Å:
-0.129 0.807 0.681
1.262 0.592 0.342
0.849 0.073 -1.111
-0.877 2.119 -0.139
-1.282 0.443 2.187
0.998 -2.910 -0.580
-0.664 0.268 0.612
-0.601 -1.363 -0.815
0.391 0.643 0.499
-0.899 0.371 0.920
0.951 -1.043 -2.596